Entry 1:
Entry from OMol25: a molecular structure, C18H33MgN3OP2 at a distorted geometry (ωB97M-V/def2-TZVPD).

## Properties
spin multiplicity	2
charge	+1
highest occupied orbital energy (alpha / beta)	-10.324 / -10.317	eV

Cartesian coordinates (Å):
C -2.1317 3.5423 2.2953
H 2.4804 -1.1882 -4.2060
C 2.3343 1.3565 1.1255
H -0.6184 -0.9542 -3.8453
C 2.7487 -0.3815 -3.5130
C 1.9173 2.0326 -0.1760
Mg 0.3697 -0.6380 -0.3434
C 2.7585 -0.9898 1.4322
H -4.3126 3.1703 1.0477
C 3.9643 -1.9946 -2.0764
H -0.8835 1.7779 -3.6815
C 2.8570 -0.9505 -2.1113
C -4.0720 -1.8835 1.6482
H 2.5794 -2.9298 2.3018
H -2.0815 2.3817 0.5853
H 3.1407 -0.1298 -1.4135
H -1.8870 1.1764 3.2190
H 3.7295 -0.7405 1.9036
H 3.4290 1.4868 1.2447
H -2.4446 -0.2437 -2.9811
H -1.7513 -2.6439 -0.7180
H -4.2109 1.4157 0.6759
H -3.9078 -0.2365 3.0424
H 1.9993 0.4103 -3.5755
C -1.7552 1.0837 2.1300
H -3.8978 -3.4736 0.1884
C -3.4635 -0.7450 2.1790
H -5.0267 -2.2373 2.0571
C 0.2940 1.8814 -1.9023
C 2.5691 -2.4848 1.2993
C -3.9500 2.1970 1.3982
H -0.6969 1.2312 1.8770
C -2.2359 -2.0753 0.0848
H -2.6394 4.3923 1.8262
O 1.6163 -1.4338 -1.6764
H -4.3788 1.9841 2.3851
C -0.5527 1.2177 -2.8020
H 1.8207 1.8655 1.9618
H 3.3931 -2.8973 0.7063
C -2.2872 -0.2132 1.5962
N 1.9412 -0.0808 1.0825
H 4.2204 -2.2816 -1.0533
H -1.0440 3.6820 2.2954
N -2.4775 2.3090 1.5375
H 0.7055 2.8448 -2.2650
H 3.6595 -2.8796 -2.6485
H -2.4989 3.4078 3.3204
H 0.5059 -3.8444 1.6242
N 0.6640 1.4660 -0.6991
H 1.5595 -4.1632 -0.2176
H 2.7617 1.9005 -0.8901
H 4.8705 -1.5871 -2.5410
H 3.7181 0.0228 -3.8224
P -1.0936 -0.4782 -2.5864
P 0.9902 -3.0933 0.5110
H 1.8213 3.1218 -0.0259
C -3.4509 -2.5629 0.6025
C -1.6688 -0.9223 0.5865

Entry 2:
Entry from OMol25: a single C18H33N3O2 molecule (ωB97M-V/def2-TZVPD).

## Properties
highest occupied orbital energy	-8.970	eV
relative energy (zero: lowest compared OMol25 entry of this formula, charge and spin)	0.144	eV

Cartesian coordinates (Å):
H 4.7456 0.7218 -1.3583
H -4.3828 0.5154 2.0002
C -2.7129 2.0839 0.5472
H 5.3822 -2.3341 0.6389
C 3.9946 -0.9377 -0.2438
N -5.1593 0.0959 1.4971
H -6.0110 0.4447 1.9227
H -1.9496 -0.4762 -2.1765
H -6.0123 -1.7500 1.1235
H -5.0862 -1.7127 2.6360
C -2.4388 1.5993 -1.8478
H 1.3475 -1.4881 -0.9104
C -3.9587 -1.8074 -0.6517
H 1.5443 0.5964 0.5087
H -4.9181 -2.2236 -0.9664
H 0.6422 1.4707 -0.7064
H 3.2209 -1.1507 0.4955
H 6.1354 -1.1143 -0.3914
C 1.3392 0.6427 -0.5599
H 4.8878 -0.6145 2.3472
O -3.2360 2.6844 1.4595
C -3.8615 -0.3729 -1.1798
H -1.4245 1.9089 -2.1375
H -4.3670 -0.3165 -2.1465
C 2.6286 0.9271 -1.3423
C 5.5695 1.0693 1.1972
H 4.1855 2.4625 0.3070
H 6.6166 -0.6439 1.9892
H -3.7910 -2.9770 1.1356
H -2.9898 -1.4113 1.2484
C -2.4258 0.1325 -1.4008
C 5.6336 -0.4067 1.5766
N -2.9143 2.4062 -0.7502
H -3.1778 -2.4234 -1.1056
H 0.3576 -0.5724 -2.0439
C -1.7043 0.9567 0.7795
H 3.4358 1.2472 1.3414
H -4.3864 0.2736 -0.4753
H 2.6849 1.9963 -1.5599
H -3.5390 3.1776 -0.9342
C -3.8767 -1.9199 0.8728
H 2.5811 0.4064 -2.3026
N -1.5950 0.0488 -0.2160
H -0.2708 -1.0288 0.9174
H -3.0986 1.7327 -2.7066
H 5.7451 1.6885 2.0794
H 3.8136 -1.5628 -1.1218
H -0.9982 -1.9342 -0.4309
H 6.3567 1.2905 0.4719
C 5.3560 -1.2791 0.3567
C 0.6532 -0.6522 -0.9937
C -0.5711 -0.9739 -0.1316
C 4.2107 1.4077 0.5903
C -5.1046 -1.3559 1.5920
C 3.9373 0.5380 -0.6385
O -1.0438 0.9145 1.7989

Entry 3:
Entry from OMol25: 5 unconnected molecules or ions with the total composition C18H33N5O6 at a distorted geometry (ωB97M-V/def2-TZVPD).

## Properties
highest occupied orbital energy	-9.141	eV
relative energy (zero: lowest compared OMol25 entry of this formula, charge and spin)	6.128	eV

Cartesian coordinates (Å):
O 14.7963 -53.4241 13.7959
N 7.9071 -50.2311 9.4859
C 12.0396 -51.9976 12.0412
H 9.5916 -51.0364 10.1666
H 14.2910 -51.2152 14.4360
C 12.2533 -47.6857 17.2619
H 14.2008 -50.1832 13.2128
N 10.5338 -47.2328 12.5500
O 8.5458 -48.2010 8.9062
H 10.1822 -46.8406 19.6032
H 8.8911 -45.7437 12.0933
H 11.8344 -42.4407 13.5491
C 12.5066 -43.2437 13.9002
C 13.5840 -50.9627 13.6452
H 9.5986 -48.6830 13.7002
H 12.2995 -46.0326 12.9159
H 15.4725 -46.1948 14.5358
H 9.4359 -47.6965 16.3621
H 11.0836 -51.7438 12.3399
H 13.8776 -45.5491 16.3649
O 13.6152 -41.4580 11.7828
H 10.6179 -49.3506 12.6000
H 8.9224 -48.9360 11.9916
H 12.8492 -50.5576 14.4137
H 9.9987 -50.2690 8.7872
C 13.7467 -43.4748 12.9333
N 13.2135 -52.1764 12.8547
H 11.7604 -44.0541 15.9235
O 13.2565 -47.7515 18.0365
C 9.1823 -50.8510 9.1256
H 9.8105 -46.5289 10.7090
H 12.2421 -51.2461 11.5036
H 12.2224 -48.0800 16.1955
N 11.1241 -47.0163 17.5395
C 12.5650 -44.0859 15.1014
H 6.6843 -48.4340 9.7131
C 14.7361 -45.3716 14.3045
C 13.8051 -53.3914 13.0469
C 10.9429 -46.3763 18.8864
H 10.5249 -46.5597 15.6541
C 7.5823 -48.9284 9.3589
O 12.3989 -47.9559 13.6508
H 9.1478 -51.7999 8.6105
H 11.9592 -46.3399 19.4336
H 10.5755 -45.3606 11.8103
N 13.7149 -42.6703 11.6175
C 6.8472 -51.3076 9.7630
C 9.8959 -46.2199 11.7319
H 15.3973 -44.7522 12.2678
C 14.6695 -44.6223 12.9651
O 13.3795 -43.3616 10.5605
H 6.4167 -51.7330 8.9732
H 13.5078 -54.0793 12.4502
C 13.7798 -45.1435 15.2754
H 10.8698 -45.2874 18.7733
C 9.8658 -48.5377 12.6642
H 5.9214 -50.7354 10.0940
H 7.2560 -51.9443 10.5377
H 12.0163 -52.7888 11.4368
H 9.4074 -45.9002 16.7125
C 11.7810 -47.0972 12.9935
C 10.0719 -46.8300 16.5354

Entry 4:
Entry from OMol25: 2 unconnected molecules or ions with the total composition C18H33N5O9P3 at a distorted geometry (ωB97M-V/def2-TZVPD).

## Properties
charge	+1
highest occupied orbital energy	-11.359	eV

Cartesian coordinates (Å):
H -2.0965 -0.1250 0.1428
H 3.4244 0.0141 7.0026
O 2.4942 -2.7398 -3.2309
P 0.8265 -0.4989 -4.3061
C -2.4806 2.9151 -0.4677
C -0.9853 -1.2966 -2.4735
O -3.1520 -3.8013 -5.3266
O 0.7903 -3.5416 -5.0704
H 7.7551 1.2960 3.4335
H 1.0068 -3.8118 -5.9761
C -5.0400 -1.8886 -0.6995
N -1.6611 -1.4184 -1.3011
H -3.0211 3.3106 1.5503
O 6.5853 1.0115 5.0683
N -1.4401 -0.8788 -0.0581
O 5.3797 0.6996 6.8268
H -0.2504 -0.3979 -5.2104
N -1.5836 -1.9653 -3.4495
H -3.6937 4.5564 -1.0055
C 4.1098 0.7123 7.4806
H 2.7473 2.2392 2.5947
C 1.7682 2.5314 2.2080
C 1.0592 0.1887 1.8978
H 1.2447 -0.6777 1.2568
H -3.3368 -2.8866 0.2975
O 4.3621 1.3926 4.9325
C -0.0610 1.9888 0.5479
H -5.8401 -2.4431 -1.1861
H 1.6997 0.1265 2.7784
H 1.9567 0.0345 -1.9218
O 0.5877 1.5096 -1.7699
H -3.9874 -3.7632 -1.0483
H -4.8344 -0.9761 -1.2640
C 0.9020 0.1399 -1.6566
H 2.8927 -3.6222 -3.3240
O -5.2357 -2.9961 -3.9316
C 6.7045 1.3839 3.6951
H -4.6059 3.2084 -0.3711
H 6.1245 0.7128 3.0630
H 0.0259 0.1077 2.2456
H -3.9341 3.1894 -2.0683
H 4.2788 0.3962 8.5059
H 1.8531 3.5538 1.8307
P 1.8430 -2.3956 -4.6508
H 2.0644 1.4079 0.4059
C 5.3453 1.0664 5.5487
O 2.8020 -2.1630 -5.7241
C -3.7519 -2.7538 -0.7020
C -2.2471 2.9271 0.8960
H -1.5116 -1.6159 0.6354
H -2.3277 -4.3052 -5.2397
H 1.1034 2.5583 3.0741
H -1.6810 2.3855 -2.3633
C 1.2727 1.5425 1.1435
N 0.1469 -0.5925 -2.6769
H 3.6890 1.7164 7.4838
C -1.0518 2.4695 1.3691
H 0.7928 -0.2620 -0.6582
H -0.9095 2.5026 2.4431
C -3.7730 3.4635 -1.0270
H -5.2549 -2.0717 -3.6443
C -1.5114 2.4159 -1.2904
C -2.6522 -2.5641 -2.8808
C -0.3116 1.9515 -0.8109
P -3.7767 -3.6919 -3.8371
H -5.3146 -1.6458 0.3242
N -2.7113 -2.2503 -1.6068
H 6.3874 2.4149 3.5471

Entry 5:
Entry from OMol25: a molecular structure, C18H33NO3P2Sr at a distorted geometry (ωB97M-V/def2-TZVPD).

## Properties
charge	+2
highest occupied orbital energy (alpha / beta)	-11.426 / -11.504	eV
relative energy (zero: lowest compared OMol25 entry of this formula, charge and spin)	6.162	eV

Cartesian coordinates (Å):
O -0.1987 0.5330 0.0985
H 1.1052 -3.4091 2.1239
C -0.7089 -6.2617 2.3842
C 2.3801 4.0967 -4.2254
H 2.1942 -3.1388 4.2755
C -0.5795 2.7310 0.3767
H -3.0329 2.9840 -1.5201
H -1.8309 -1.3233 5.5595
C -2.8661 1.9354 -1.7780
C 3.0390 5.2572 -4.9954
H -4.2506 0.8341 -3.0150
H 0.9817 -3.7314 0.3264
H 1.2590 2.0316 0.6970
O -3.8727 -0.1658 -1.2410
H 3.1586 3.1218 -6.6542
H -0.3964 -1.6940 6.5841
P 0.1044 -1.8590 4.1979
H 2.3555 -1.5138 4.9835
C 1.4506 1.7686 -4.1143
H 0.8733 3.5781 1.4922
C -1.6793 -3.6553 2.8058
H -0.1184 -6.1046 3.2945
H 3.9206 4.9343 -5.5467
C -4.0918 1.0919 -1.9709
Sr -0.1448 -1.4778 1.2198
H -2.5851 -4.2014 3.1101
H 1.2836 5.1276 -2.7455
H 2.3013 5.6810 -5.6819
H -0.1772 -6.9620 1.7276
H 2.9874 4.5335 -2.2657
C -0.9610 1.4993 -0.1930
C 2.1262 2.9588 -6.3174
H 1.5536 -2.8118 5.9255
H -1.6768 -6.7029 2.6542
P -0.9942 -4.7087 1.4204
H 1.7366 2.1348 -6.9031
H 0.9269 1.1085 -4.8076
H -1.1034 3.6780 0.2637
C 2.2220 4.6621 -3.0154
H -2.0557 -2.6871 2.4070
H 1.4137 -5.0087 1.4600
C -0.7720 -3.4976 4.0450
O -2.3886 -0.9558 0.2663
H 3.3381 6.0678 -4.3051
C 0.4901 2.6440 1.2190
C 1.9480 2.8948 -4.7651
H -0.5197 -0.1184 5.7241
H -2.2304 1.8930 -2.6703
H 1.6546 3.8812 -6.6782
H -4.9636 1.5918 -1.5485
H 0.0051 -4.2745 4.0693
C 0.7758 -4.1259 1.3403
C 1.7011 -2.3958 4.9188
N -2.2295 1.2119 -0.6797
H -1.3835 -3.6003 4.9538
C -0.7456 -1.1920 5.6704
C -2.7987 -0.0451 -0.4887
H 2.0693 1.1567 -3.4689

Entry 6:
Entry from OMol25: 3 unconnected molecules or ions with the total composition C18H34BN2O8 (ωB97M-V/def2-TZVPD).

## Properties
charge	-1
highest occupied orbital energy	-3.716	eV

Cartesian coordinates (Å):
C 0.3440 -1.8622 3.0143
H -1.2971 1.5872 -0.0637
C -0.6621 -0.8759 2.4672
C -2.7980 -1.1530 1.3926
C -4.8386 4.0861 -2.2172
C 1.7664 -1.4000 2.6157
C -6.9624 -2.2300 1.4667
H -2.5086 -0.5987 3.3296
C -4.2565 -1.5103 1.4655
C -0.8451 2.1376 -0.8854
H 4.0889 -0.0181 -0.7535
H -8.0013 -2.5218 1.4485
H 5.3603 -0.4562 0.8055
O 3.9375 2.7037 -3.8754
O 5.8625 3.0252 -4.8005
C 4.0404 -2.1200 1.1912
H -5.1989 5.0926 -2.4104
H 3.0712 0.9438 -3.1720
H -4.9261 3.4875 -3.1222
H 0.1687 -2.8210 2.5383
H -0.7506 1.4947 -1.7580
C -6.2942 -2.0629 0.2588
O -1.6172 3.3086 -1.1958
H -4.2457 -0.6296 -1.1408
H 7.3610 1.6499 -5.2272
H -4.4042 -1.5485 3.5920
O -3.4716 4.2181 -1.8295
H 4.7869 -2.6010 1.8308
N 2.6328 -3.8553 2.6677
N -2.0962 -1.2378 2.6630
H -2.3402 -1.8898 0.7381
O 5.6815 1.4299 -3.2124
H 1.7920 -2.8323 0.7785
C -2.8707 3.0580 -1.5524
H 7.6546 3.3433 -5.6797
H 4.1770 -2.5293 0.1846
H -6.8104 -2.1794 3.5943
C 5.2027 2.2987 -3.8914
C -4.9551 -1.6997 0.2720
H 0.1407 2.4764 -0.5817
C -4.9392 -1.6750 2.6665
B 2.5213 -2.5763 1.7428
H 1.6840 -0.5126 1.9787
H 4.1058 -0.0904 1.9828
H 0.2507 -1.9707 4.0921
O -3.3904 1.9732 -1.6109
H -0.4755 -0.8283 1.3963
H 7.7619 2.8525 -3.9750
H -6.7839 -2.2065 -0.6902
H -2.6561 -0.1724 0.9185
H 2.1148 2.4282 -3.0212
H 3.1535 -4.5596 2.1530
H 2.3331 -1.0844 3.4992
H -0.4705 0.1268 2.8603
H -5.4238 3.6365 -1.4170
C 4.3096 -0.6344 1.0639
C -6.2826 -2.0330 2.6640
H 3.4734 2.1482 -1.9190
O -4.2848 -1.5691 -0.9391
O 3.5051 -0.0543 0.0049
C 7.2435 2.6868 -4.9177
H 3.2209 -3.5987 3.4561
C 3.1113 2.0048 -2.9350

Entry 7:
Entry from OMol25: a molecular structure, C18H34Br17N2O2P2S at a distorted geometry (ωB97M-V/def2-TZVPD).

## Properties
charge	+1
highest occupied orbital energy	-11.065	eV

Cartesian coordinates (Å):
Br -0.1999 10.5797 -4.7942
H -0.1411 -3.7576 -1.2405
H -3.0789 -0.7910 -1.8217
C 2.5231 -2.2028 1.2640
H -4.2603 -3.8379 0.2616
Br 5.9666 -1.8992 3.1887
H 0.7867 -1.4600 -3.3603
C -0.3221 0.0823 -1.7083
H 5.9592 4.9365 5.0073
N -0.5640 1.0003 0.5913
C -2.9824 -1.4476 -0.9643
H 2.2530 -3.1079 1.8012
Br 4.5271 2.9266 4.9460
H -2.3942 -2.4773 1.1014
O 2.0736 0.5468 -3.0827
H -0.0719 0.2757 2.9551
H -4.0184 0.8490 3.8464
C 0.6349 -3.4284 -0.5490
Br 5.0379 0.7012 1.6022
C 0.3476 8.7914 -4.3793
C 0.3324 -6.0117 2.5541
H 3.1107 -1.5599 1.9138
C -4.4786 -3.8222 -0.8062
H 1.5400 -1.6610 -1.2628
H 0.7207 5.1819 -4.8106
Br -0.8600 3.9317 -6.2395
Br 4.7962 5.3094 2.8599
Br 2.0452 -6.1410 1.6962
H 7.3009 -0.1404 2.0922
H -4.5430 -4.8539 -1.1419
O -1.5389 -2.1380 0.8207
H -1.3044 0.3765 -2.0933
Br 1.2211 7.9539 -5.8780
Br -1.3482 5.4393 -3.4827
H -1.0718 1.3969 3.8513
H -0.0605 0.3908 -4.2848
N -0.5175 -1.2537 -1.0516
Br -3.2448 1.4271 -0.2686
C -1.7140 -1.1557 -0.1359
P 0.7350 -0.0551 -3.2268
Br -0.8384 2.7605 1.2062
H -1.0154 -0.3158 4.3316
H -3.5284 2.1763 2.7704
C 1.3097 -1.3857 0.8078
C -5.7676 -3.0357 -1.0704
H -0.1022 2.1038 -1.1655
H 0.3364 -3.7919 0.4315
H 3.1667 -2.4222 0.4101
C 5.6896 4.2672 4.2036
H -0.5428 8.2160 -4.1723
Br 7.3150 3.4974 3.5304
C -3.7598 1.1130 2.8186
H 0.5477 -1.3482 1.5821
H -5.5800 -2.1389 -1.6593
H 1.1950 1.0807 -0.5874
Br 1.4454 8.7205 -2.8042
C -1.0153 0.3714 3.4888
Br 0.7082 3.0110 -3.6354
C 0.7750 -1.9039 -0.5212
C 0.1163 1.1359 -0.7232
Br 6.7472 -1.5309 0.1271
C 6.3942 -0.6476 1.7944
H -6.4974 -3.6283 -1.6162
Br -1.0964 -6.4956 1.3618
Br 0.0413 -4.2628 3.3048
S -2.9945 -3.1525 -1.6185
C -0.0841 4.4953 -4.5823
C -1.8361 0.2736 0.5976
H -0.8184 -1.8786 -1.8044
P -2.4193 -0.0416 2.3995
H 0.3286 -6.7171 3.3725
H -4.6255 0.8746 2.2082
H 1.6771 -0.3705 0.6850
H -3.8411 -1.3357 -0.3079
H -6.2190 -2.7100 -0.1351
H 1.5910 -3.8783 -0.7987

Number 1: molecular weight 393.73 u, calculated total energy -1827.6728 Ha. Number 2: molecular weight 323.48 u, calculated total energy -1020.4666 Ha. Number 3: molecular weight 415.49 u, calculated total energy -1430.4802 Ha. Number 4: molecular weight 556.41 u, calculated total energy -2680.5281 Ha. Number 5: molecular weight 461.03 u, calculated total energy -1698.8594 Ha. Number 6: molecular weight 417.29 u, calculated total energy -1442.5925 Ha. Number 7: molecular weight 1762.87 u, calculated total energy -45805.0322 Ha.